# 1
A molecular structure, C27H36Cl2F4N2PReS in a non-equilibrium geometry. Source: OMol25; level of theory: the ωB97M-V functional and the def2-TZVPD basis.

Summary:
M: 784.7 g mol⁻¹
energy relative to the best compared isomer or geometry (same formula, charge and spin): 0.0 kcal/mol
spin multiplicity: 2
HOMO-LUMO gap (alpha / beta): 0.2229 / 0.2399 Eh
charge: +1

Last column: Löwdin charge in e.
Geometry (Å):
Re (0.2953, 0.2997, -0.2371)  0.91
C (-2.7580, 2.7625, -0.4533)  -0.09
C (-2.6907, 1.3552, -1.0328)  -0.23
N (-2.0393, 0.2992, -0.1847)  -0.25
C (-2.6729, -1.0078, -0.5808)  -0.24
C (-2.4984, -1.4719, -2.0111)  -0.09
C (-2.3555, 0.4715, 1.2492)  -0.17
C (-1.2795, -0.2153, 2.0818)  -0.19
N (-0.0075, 0.4302, 1.6961)  -0.16
C (0.7127, 0.8859, 2.8131)  -0.17
C (1.4183, 2.0863, 2.8777)  -0.17
F (1.4306, 2.9338, 1.8491)  0.04
C (2.1043, 2.4763, 4.0199)  -0.20
F (2.7349, 3.6517, 3.9963)  0.12
C (2.1356, 1.6917, 5.1564)  0.10
C (1.4634, 0.4832, 5.1030)  -0.20
F (1.4825, -0.3434, 6.1439)  0.12
C (0.7850, 0.0819, 3.9613)  -0.16
F (0.2737, -1.1569, 3.9433)  0.10
H (-2.8520, 3.4711, -1.2743)  0.09
H (-3.6246, 2.8924, 0.1908)  0.08
H (-1.8775, 3.0407, 0.1164)  0.03
H (-3.7164, 1.0198, -1.2386)  0.13
H (-2.1682, 1.3541, -1.9925)  0.09
H (-2.2917, -1.7690, 0.0973)  0.09
H (-3.7430, -0.8811, -0.3719)  0.12
H (-1.4871, -1.7925, -2.2247)  0.02
H (-3.1516, -2.3305, -2.1489)  0.09
H (-2.7907, -0.7270, -2.7425)  0.07
H (-2.3338, 1.5343, 1.4911)  0.11
H (-3.3574, 0.0939, 1.4755)  0.14
H (-1.5064, -0.0681, 3.1417)  0.13
H (-1.2149, -1.2934, 1.8943)  0.11
H (2.6610, 2.0034, 6.0428)  0.15
Cl (0.5696, 2.7465, -0.7436)  0.78
C (0.2708, 2.9172, -2.4701)  -0.58
C (0.1325, 4.1930, -2.9792)  -0.09
C (-0.0795, 4.3214, -4.3436)  -0.05
C (-0.1484, 3.1967, -5.1491)  -0.09
C (0.0034, 1.9313, -4.6005)  -0.67
Cl (-0.0977, 0.5548, -5.6388)  0.71
C (0.2258, 1.7586, -3.2286)  -0.64
S (0.3960, 0.1502, -2.5290)  0.66
H (0.1909, 5.0513, -2.3315)  0.12
H (-0.1946, 5.2994, -4.7804)  0.12
H (-0.3219, 3.2884, -6.2086)  0.11
C (1.6921, -4.8837, 0.4791)  -0.04
C (0.3203, -4.3906, 0.0070)  -0.62
C (0.0054, -4.9611, -1.3774)  -0.04
C (-0.7591, -4.8236, 1.0072)  -0.04
C (0.3175, -2.9281, -0.0802)  -0.08
C (0.2776, -1.7139, -0.1687)  -0.26
H (1.7056, -5.9709, 0.5096)  0.09
H (1.9164, -4.5120, 1.4774)  0.08
H (2.4812, -4.5565, -0.1962)  0.08
H (0.0530, -6.0457, -1.3436)  0.09
H (0.7192, -4.6099, -2.1177)  0.09
H (-0.9895, -4.6716, -1.7016)  0.08
H (-0.7829, -5.9088, 1.0733)  0.09
H (-1.7432, -4.4819, 0.6940)  0.08
H (-0.5545, -4.4254, 1.9991)  0.09
C (3.7439, 1.4090, -0.3892)  -0.24
P (2.6896, -0.0293, -0.0500)  0.71
C (3.2499, -0.6871, 1.5444)  -0.21
C (3.3087, -1.2647, -1.2257)  -0.24
H (4.7959, 1.1489, -0.2699)  0.06
H (3.4994, 2.2320, 0.2781)  0.03
H (3.5800, 1.7301, -1.4173)  0.05
H (4.3006, -0.9651, 1.4697)  0.06
H (2.6589, -1.5718, 1.7774)  0.05
H (3.1388, 0.0383, 2.3386)  0.03
H (4.3722, -1.4289, -1.0485)  0.06
H (3.1644, -0.9100, -2.2422)  0.03
H (2.7660, -2.1961, -1.0960)  0.03

# 2
A molecular structure, C9H16AuF6N3O6S2Sb in a non-equilibrium geometry. Source: OMol25; level of theory: the ωB97M-V functional and the def2-TZVPD basis.

Summary:
M: 759.1 g mol⁻¹
energy relative to the best compared isomer or geometry (same formula, charge and spin): 10.0 kcal/mol
spin multiplicity: 3
HOMO-LUMO gap (alpha / beta): 0.3146 / 0.2426 Eh
charge: +1

Last column: Löwdin charge in e.
Geometry (Å):
Au (0.1081, 0.2007, 0.2567)  0.87
C (-1.6043, 2.6191, 3.4700)  0.02
C (-1.4493, 1.6479, 2.3531)  -0.23
N (-0.2876, 1.1806, 2.0580)  -0.12
O (0.7461, 1.6751, 2.7970)  0.02
C (-2.6100, 1.1963, 1.5667)  -0.23
C (-4.0196, 1.4620, 2.0054)  0.01
N (-2.3602, 0.5522, 0.4823)  -0.12
O (-3.0579, 0.0372, -0.3700)  0.02
H (-0.8619, 3.4105, 3.3645)  0.11
H (-1.4094, 2.1244, 4.4241)  0.11
H (-2.5984, 3.0519, 3.4907)  0.08
H (1.5582, 1.3606, 2.3659)  0.10
H (-4.1553, 1.1965, 3.0535)  0.10
H (-4.7108, 0.8845, 1.3969)  0.09
H (-4.2634, 2.5194, 1.8888)  0.10
F (2.3601, -2.2823, -3.1913)  0.13
C (2.9989, -1.2437, -2.6397)  -0.67
F (4.1261, -1.0259, -3.2815)  0.19
F (3.2572, -1.5320, -1.3622)  0.13
S (1.8891, 0.2386, -2.7380)  0.62
O (0.7380, -0.1648, -1.8873)  -0.52
O (1.5833, 0.3883, -4.1104)  -0.20
N (2.7218, 1.3819, -2.1361)  -0.27
S (2.5310, 1.8788, -0.6578)  0.59
O (1.3686, 2.7016, -0.4711)  -0.29
O (2.6711, 0.8157, 0.3233)  -0.36
C (4.0315, 2.9515, -0.4940)  -0.69
F (5.1150, 2.2381, -0.7385)  0.17
F (3.9496, 3.9668, -1.3299)  0.18
F (4.0502, 3.3941, 0.7577)  0.16
C (-2.2725, -3.0290, 0.6219)  -0.26
Sb (-0.7446, -2.2222, -0.6303)  1.47
C (-1.4575, -2.2561, -2.6217)  -0.23
C (0.8909, -3.5698, -0.4375)  -0.25
H (-2.5313, -4.0245, 0.2598)  0.03
H (-3.1501, -2.3898, 0.5790)  0.00
H (-1.9111, -3.1097, 1.6452)  0.02
H (-1.4392, -3.2919, -2.9610)  0.03
H (-0.8083, -1.6443, -3.2403)  0.01
H (-2.4764, -1.8775, -2.6452)  0.03
H (0.5076, -4.5208, -0.0692)  0.02
H (1.6230, -3.1778, 0.2636)  0.02
H (1.3537, -3.7121, -1.4111)  0.01

# 3
A molecular structure, AgH10O7. Source: OMol25; level of theory: the ωB97M-V functional and the def2-TZVPD basis.

Summary:
M: 229.9 g mol⁻¹
energy relative to the best compared isomer or geometry (same formula, charge and spin): 104.2 kcal/mol
spin multiplicity: 2
HOMO-LUMO gap (alpha / beta): 0.1600 / 0.1139 Eh
charge: -2

Last column: Löwdin charge in e.
Geometry (Å):
Ag (0.7507, -0.5084, -0.1239)  0.79
O (0.7348, -3.8421, -2.4208)  -0.67
H (0.5054, -3.3955, -3.2589)  -0.23
O (3.8145, -1.4195, 2.4087)  -0.68
H (4.5363, -2.0296, 2.1609)  -0.22
O (-1.3042, -2.9178, 2.7106)  0.00
H (-2.1260, -2.8339, 3.2323)  0.00
O (0.1654, 2.8639, 2.0257)  -0.69
H (-0.2704, 3.7021, 2.2749)  -0.24
O (-2.4898, 0.4692, -2.9115)  -0.05
H (-2.9664, 1.2991, -2.9313)  0.02
H (-2.4628, 0.1861, -3.8255)  0.02
O (3.7622, 0.5768, -2.9138)  -0.05
H (4.1259, 1.4582, -2.8297)  0.02
H (4.2204, 0.1987, -3.6643)  0.02
O (-3.8530, 1.7222, 3.3761)  -0.07
H (-2.9578, 1.8822, 3.0772)  0.03
H (-4.1851, 2.5880, 3.6134)  0.02